This record from the OMol25 dataset describes a molecular structure, C43H41BrF5N8OS4TeY in a non-equilibrium geometry. The level of theory is wB97M-V/def2-TZVPD.

XYZ file:
```
105
Properties=species:S:1:pos:R:3:forces:R:3:mulliken_charge:R:1
Y 0.56295 -0.08813 0.44204 0.14 -0.82 1.00 0.85
N -1.34716 1.47596 0.51492 0.20 -0.20 0.18 0.06
S -2.82872 1.40218 0.31545 -0.27 0.28 -0.08 1.01
N -3.51699 0.20629 1.16678 -0.07 -0.22 -0.08 0.49
S -4.27072 -1.08167 0.70821 0.06 0.15 0.01 1.06
N -3.53972 -2.22728 -0.03520 -0.05 0.13 0.13 0.27
S -2.00688 -2.64181 0.36594 0.08 -0.39 -0.08 1.14
N -0.95452 -1.65912 0.16110 -0.34 -0.19 0.06 0.34
C -2.16735 -3.26710 2.02935 0.05 0.01 -0.01 0.38
C -1.93747 -2.36811 3.05914 -0.03 0.02 0.04 -0.05
C -2.11324 -2.78279 4.37004 -0.03 -0.04 -0.01 -0.67
C -2.49652 -4.09119 4.63783 0.00 -0.01 -0.01 -0.92
C -2.70971 -4.98654 3.59624 -0.01 0.00 0.09 -0.97
C -2.55283 -4.57609 2.28184 0.01 -0.06 -0.08 -0.61
C -1.82848 -4.10971 -0.61261 -0.03 0.12 -0.03 -0.09
C -2.82231 -4.60077 -1.44303 -0.10 -0.02 0.01 -0.22
C -2.55454 -5.72939 -2.20729 0.03 -0.01 0.00 -0.87
C -1.31489 -6.34728 -2.12642 0.03 0.02 0.03 -0.62
C -0.32780 -5.84210 -1.28351 -0.02 -0.08 -0.07 -0.89
C -0.57891 -4.71368 -0.52454 0.08 0.05 0.05 -0.10
C -4.97513 -1.60773 2.24438 -0.04 -0.01 0.01 0.64
C -5.05645 -0.74508 3.32814 0.02 0.05 -0.01 -0.24
C -5.71088 -1.18422 4.46803 -0.04 -0.04 0.07 -0.86
C -6.26739 -2.45716 4.50962 0.00 0.00 0.00 -0.67
C -6.17638 -3.30507 3.41117 0.00 0.04 0.02 -0.90
C -5.53217 -2.87939 2.26131 0.01 -0.07 0.01 -0.68
C -5.69182 -0.84146 -0.32046 0.00 -0.01 -0.03 1.19
C -6.80606 -0.22947 0.24310 -0.01 0.03 0.04 -1.15
C -7.92575 -0.03244 -0.54595 -0.01 -0.01 -0.04 -0.86
C -7.92628 -0.45965 -1.86930 0.01 -0.01 -0.01 -0.67
C -6.81381 -1.09501 -2.40462 -0.04 0.02 -0.04 -0.94
C -5.68226 -1.29578 -1.63077 0.06 0.05 -0.05 -0.58
C -3.65985 2.81163 1.01700 0.00 -0.07 0.02 0.60
C -2.87877 3.89482 1.38062 0.10 0.05 0.01 -1.02
C -3.49171 4.99327 1.96991 0.00 0.01 -0.01 -0.88
C -4.86201 4.99895 2.17972 -0.01 -0.01 -0.01 -0.75
C -5.63491 3.90366 1.80510 -0.02 0.06 0.03 -0.95
C -5.03399 2.80079 1.22651 0.02 0.00 0.01 -0.24
C -3.40991 1.22949 -1.36329 0.00 -0.10 0.01 1.35
C -2.72057 0.30533 -2.13864 0.01 -0.01 0.04 -0.60
C -3.05856 0.17262 -3.47552 -0.06 0.01 -0.05 -1.21
C -4.07388 0.95047 -4.01671 -0.01 -0.03 -0.01 -0.82
C -4.75514 1.86575 -3.22387 -0.03 0.01 -0.04 -0.99
C -4.42059 2.02186 -1.88840 -0.03 0.08 0.03 -0.41
H -1.63999 -1.35301 2.82978 0.01 0.03 -0.02 0.31
H -1.95342 -2.08506 5.18323 -0.01 -0.02 -0.02 0.54
H -2.62729 -4.41715 5.66253 0.00 0.01 -0.04 0.50
H -2.99944 -6.00828 3.80682 0.01 0.04 0.00 0.48
H -2.72283 -5.27365 1.46973 0.01 0.05 0.05 0.55
H -3.78873 -4.11717 -1.49195 0.04 -0.01 0.01 0.33
H -3.31795 -6.12433 -2.86499 0.02 0.01 0.02 0.48
H -1.11329 -7.22824 -2.72295 0.00 0.03 0.02 0.43
H 0.63763 -6.32831 -1.22300 -0.04 0.01 0.00 0.48
H 0.18409 -4.30385 0.13061 -0.05 -0.02 -0.04 0.62
H -4.61971 0.24439 3.27717 -0.02 -0.07 -0.01 0.48
H -5.79010 -0.52669 5.32452 0.00 -0.03 -0.03 0.51
H -6.78186 -2.79048 5.40263 0.03 0.02 -0.04 0.45
H -6.61313 -4.29449 3.44748 0.01 0.02 0.00 0.49
H -5.46065 -3.52706 1.39466 0.00 0.05 0.03 0.43
H -6.81889 0.05287 1.28930 0.01 0.02 -0.04 0.43
H -8.80538 0.43410 -0.12297 0.01 0.00 -0.01 0.48
H -8.80728 -0.31076 -2.48057 0.03 0.00 0.02 0.46
H -6.82301 -1.43953 -3.43079 -0.01 0.02 0.03 0.50
H -4.80918 -1.78661 -2.03820 -0.04 0.05 0.04 0.58
H -1.81214 3.89089 1.19957 -0.11 0.01 0.06 0.21
H -2.89293 5.84828 2.25589 -0.01 -0.03 -0.01 0.50
H -5.33435 5.86052 2.63447 0.01 -0.03 -0.02 0.44
H -6.70583 3.91206 1.96453 0.04 0.00 0.00 0.49
H -5.63083 1.95188 0.93175 -0.03 -0.08 -0.01 0.61
H -1.90948 -0.27143 -1.71704 0.02 -0.01 0.01 0.58
H -2.50899 -0.52190 -4.09852 -0.02 0.02 0.02 0.59
H -4.32322 0.85919 -5.06696 0.01 0.00 0.04 0.46
H -5.53139 2.48635 -3.65430 0.04 -0.03 0.02 0.53
H -4.91093 2.78295 -1.29582 0.04 -0.06 -0.02 0.60
N 0.49006 0.64213 2.99843 -0.03 -0.09 -0.21 -0.27
N 0.72848 -0.19007 4.09000 -0.02 -0.08 0.04 -0.45
C 1.22078 -1.43934 3.90478 -0.01 -0.01 -0.01 0.72
N 1.52703 -2.10520 5.02253 0.01 0.00 0.02 -0.42
S 1.39563 -2.15323 2.40040 0.20 0.02 -0.11 -0.38
H 1.17903 1.38412 2.94467 0.05 0.12 0.03 0.36
H -0.42596 1.07150 3.07209 -0.09 0.05 -0.03 0.27
H 0.78498 0.23847 5.00130 0.02 0.02 0.06 0.25
H 1.46999 -1.69435 5.93980 0.00 0.00 0.00 0.20
H 1.91903 -3.02724 4.93638 0.00 0.00 0.00 0.22
C 6.02625 2.28423 0.79649 -0.01 -0.02 0.00 -1.45
C 5.16430 1.18634 0.24120 0.09 0.05 0.00 0.37
C 5.60566 0.34608 -0.77783 0.07 0.02 -0.02 -0.39
C 4.76836 -0.61942 -1.31032 0.03 -0.01 -0.01 -0.91
C 3.50263 -0.70080 -0.77492 -0.01 -0.11 -0.04 0.46
Br 2.23551 -1.95509 -1.44539 -0.01 -0.04 0.04 -0.08
N 3.04713 0.06295 0.19973 -0.02 0.15 -0.10 0.10
C 3.86966 0.99884 0.69169 -0.08 0.00 -0.02 -0.30
H 7.08333 2.03861 0.70524 -0.02 0.00 0.00 0.42
H 5.80883 2.46905 1.84801 -0.01 0.00 -0.02 0.38
H 5.84992 3.21345 0.25095 0.00 -0.02 0.01 0.30
H 6.61145 0.45626 -1.16682 -0.03 -0.01 0.01 0.45
H 5.07903 -1.27389 -2.11147 0.00 0.02 0.02 0.47
H 3.45270 1.64298 1.45547 0.01 0.00 0.00 0.34
F 1.89603 2.96205 -1.14994 -0.19 0.08 0.05 -0.40
Te 0.04656 2.63304 -0.94064 0.35 0.58 -1.03 1.70
F -1.75208 3.24972 -1.23828 0.23 -0.09 -0.09 -0.43
F 0.07088 3.26513 -2.69954 0.08 0.05 0.24 -0.34
F 0.08351 4.22272 0.02338 -0.12 -0.15 -0.01 -0.39
F 1.01012 2.05110 0.85953 -0.05 0.13 -0.05 -0.53
O 0.28596 0.88904 -1.48622 -0.09 0.59 0.04 -0.74
```
Positions in Å, forces in eV/Å.

energy relative to the best compared isomer or geometry (same formula, charge and spin): 32.24 kcal/mol
molecular weight: 1205.5 g/mol
electronic energy: -7148.41234 Ha
HOMO level: -13.60 eV
HOMO-LUMO gap: 8.4 eV
2S+1: 1
total charge: +2
LUMO level: -5.162 eV



This record from the OMol25 dataset describes 3 unconnected molecules or ions with the total composition C2H12NO2 in a non-equilibrium geometry. The level of theory is wB97M-V/def2-TZVPD.

XYZ file:
```
17
Properties=species:S:1:pos:R:3:forces:R:3:mulliken_charge:R:1
C -1.56317 2.01143 -0.11406 -0.47 -0.04 -0.59 -1.20
C -1.16136 0.54888 -0.09638 -0.05 0.70 0.64 -0.30
N 0.26826 0.35280 -0.52744 -0.26 -0.94 0.53 -0.18
H -2.56643 2.11190 0.30290 0.16 0.02 0.18 0.36
H -1.62825 2.45925 -1.11076 0.17 -0.30 -0.03 0.36
H -0.86261 2.60447 0.45942 0.05 0.14 0.30 0.36
H -1.80351 -0.13478 -0.64319 0.07 0.24 -0.46 0.32
H -1.21496 0.20446 0.93818 0.22 -0.10 -0.07 0.29
H 0.90491 0.42387 0.27135 0.04 -0.03 -0.09 0.33
H 0.31942 -0.64868 -0.80157 0.56 -0.19 0.00 0.34
H 0.63115 0.92863 -1.27350 -0.33 0.41 -0.33 0.37
H 2.09607 -0.83634 2.18327 0.06 -0.25 0.04 0.33
H 3.16433 -0.75758 1.10552 -0.01 -0.21 0.04 0.33
O 2.28627 -1.12391 1.28067 -0.03 0.62 -0.05 -0.65
H 1.11669 -2.90640 -0.38735 -0.09 -0.15 0.10 0.30
H -0.38934 -2.88170 -0.86693 0.24 -0.36 0.04 0.30
O 0.40253 -2.35631 -0.72012 -0.33 0.45 -0.22 -0.65
```
Positions in Å, forces in eV/Å.

energy relative to the best compared isomer or geometry (same formula, charge and spin): 5.61 kcal/mol
molecular weight: 82.1 g/mol
electronic energy: -288.40512 Ha
HOMO level: -16.01 eV
HOMO-LUMO gap: 12.9 eV
2S+1: 1
total charge: +1
LUMO level: -3.144 eV